[1]
Here is a structure of composition C18H17Br2F3N2O3OsS2 from OMol25. Energies are from ωB97M-V with the def2-TZVPD basis set.

Structure (XYZ):
```
48
Properties=species:S:1:pos:R:3:forces:R:3
Os -0.00104 -0.13510 0.12118 -0.5 0.3 -0.4
C 2.33406 0.05603 -2.27537 0.0 0.0 0.0
C 2.90577 0.02124 -0.90006 0.0 0.0 0.0
C 4.30279 0.10325 -0.75056 0.0 0.0 -0.1
C 4.87674 0.15042 0.48327 0.0 0.0 0.1
C 4.03946 0.13891 1.61591 0.0 0.0 0.1
C 4.53152 0.26480 2.94098 0.0 0.0 -0.1
C 3.68872 0.33347 4.02887 0.0 0.0 0.0
C 2.31424 0.28591 3.83440 -0.1 0.0 0.0
C 1.80028 0.12994 2.54454 0.4 0.0 -0.2
S 0.13726 0.11464 2.23829 0.1 -0.2 0.4
C 2.65998 0.04774 1.40808 -0.3 0.0 0.1
N 2.09087 -0.04561 0.16088 0.2 0.1 0.2
H 3.12750 0.01943 -3.01667 0.0 0.0 0.0
H 1.77536 0.98417 -2.42398 0.0 0.0 0.0
H 1.67325 -0.79085 -2.45300 0.1 0.1 0.0
H 4.90898 0.14654 -1.64370 0.0 0.0 0.0
H 5.95128 0.21853 0.59812 0.0 0.0 0.0
H 5.60367 0.32471 3.08518 0.0 0.0 0.0
H 4.09185 0.44337 5.02549 0.0 0.0 0.0
H 1.63348 0.37305 4.67271 0.0 0.0 0.0
Br -1.05844 0.05974 -2.57776 0.1 -0.1 0.1
C -2.67064 0.54096 -1.64543 -0.1 0.0 0.0
Br -2.58297 -0.28357 0.11351 0.0 0.0 0.1
H -3.53832 0.15132 -2.16322 0.0 0.0 0.0
H -2.68150 1.61499 -1.50493 0.0 0.0 0.0
F 0.45496 5.45964 -0.41502 0.0 0.0 0.0
C -0.19447 4.40914 0.04170 0.0 0.0 0.0
F -0.12128 4.36555 1.36681 0.0 0.0 0.0
F -1.46758 4.46222 -0.33018 0.0 0.0 0.0
S 0.59065 2.89263 -0.65367 0.2 0.1 0.2
O 0.53288 2.97473 -2.07706 0.0 0.0 0.0
O 1.85864 2.73349 -0.00391 -0.1 0.0 0.0
O -0.41725 1.85789 -0.12092 0.1 -0.3 -0.2
C 0.01884 -6.53328 -0.33891 0.0 0.0 0.0
C 0.05533 -5.04477 -0.22265 0.0 0.0 0.0
C 0.36316 -4.22244 -1.30219 0.0 0.0 0.0
C 0.38810 -2.85480 -1.14595 0.1 0.0 0.0
N 0.11560 -2.23941 0.02061 -0.1 0.0 -0.1
C -0.18851 -3.03437 1.07167 0.0 0.0 0.0
C -0.22071 -4.40380 0.98685 0.0 0.0 0.0
H 0.29410 -6.86812 -1.33566 0.0 0.0 0.0
H -0.98295 -6.90151 -0.11066 0.0 0.0 0.0
H 0.69915 -6.98580 0.38385 0.0 0.0 0.0
H 0.58714 -4.64252 -2.27334 0.0 0.0 0.0
H 0.62506 -2.22092 -1.98555 -0.1 -0.1 0.0
H -0.40711 -2.54290 2.00763 0.0 0.0 0.0
H -0.46552 -4.97547 1.87233 0.0 0.0 0.0
```
Forces are in eV/Å.

Output
Total charge: +2
Gap between HOMO and LUMO (alpha / beta): 6.8 / 6.2 eV
LUMO (alpha / beta): -8.672 / -9.337 eV

***

[2]
Here is a structure of composition C18H17Br2HgNOP from OMol25. Energies are from ωB97M-V with the def2-TZVPD basis set.

Structure (XYZ):
```
41
Properties=species:S:1:pos:R:3:forces:R:3
Hg 0.15524 3.03853 -0.52563 -0.1 0.0 -0.1
C 2.98920 -0.29102 -0.21656 -0.2 0.5 -1.0
C 3.16503 0.83602 0.74383 1.3 -0.3 -0.5
C 4.41919 1.51236 0.88099 -0.5 -0.6 0.2
C 4.52148 2.52991 1.77291 -0.4 1.6 0.2
C 3.33922 2.96765 2.44642 0.6 -0.2 -0.3
C 3.26791 4.17660 3.22736 -0.6 -0.7 -0.4
Br 4.78274 5.12895 3.66426 0.7 0.3 0.1
C 2.05725 4.70702 3.62999 -0.6 1.1 0.7
C 0.85179 4.09130 3.38896 0.4 -1.4 -0.6
Br -0.78614 4.79536 3.86701 -0.2 0.2 0.2
C 0.83509 2.73722 2.79792 0.6 -1.2 -0.1
O -0.13093 1.98636 2.78705 0.1 0.8 0.0
C 2.17092 2.22320 2.22246 -0.9 1.5 0.6
N 2.09698 1.16460 1.41798 -0.3 0.4 0.4
H 2.47971 -1.10269 0.24024 -0.8 -0.6 0.4
H 3.87562 -0.70631 -0.62390 1.3 -0.1 -0.1
H 2.44317 0.02867 -1.12099 -0.2 0.0 0.5
H 5.29214 1.20965 0.32332 -0.1 -0.1 -0.2
H 5.41496 3.17738 1.83555 -0.4 -0.8 0.1
H 2.02979 5.66223 4.18030 0.2 -0.5 -0.4
C -2.84224 -0.23319 -0.27283 1.0 0.6 0.1
P -1.92582 -0.91250 -1.73817 -0.4 -0.4 -0.9
C -0.38745 -1.59902 -0.98794 -1.6 -0.6 0.6
C -2.87189 -2.47911 -2.16886 -0.3 -0.7 -0.3
C -2.23165 -3.73568 -2.42235 -0.8 0.9 -0.2
C -2.88254 -4.74777 -3.11558 0.8 -0.7 0.5
C -4.20857 -4.64096 -3.44120 -0.7 -0.4 -0.5
C -4.93184 -3.53871 -3.05931 1.4 1.2 0.3
C -4.25336 -2.43666 -2.49327 -0.9 0.3 0.4
H -3.25585 0.77342 -0.49315 0.4 -0.6 0.3
H -2.19174 -0.23220 0.62081 -0.1 0.4 -0.4
H -3.62697 -0.88530 -0.00963 -1.2 -0.8 0.2
H -0.76609 -2.22364 -0.15527 0.7 -0.4 -0.5
H 0.04522 -0.77082 -0.47859 0.8 0.8 0.1
H 0.27152 -2.07974 -1.71997 -0.2 0.1 0.4
H -1.24092 -3.97484 -2.09903 0.6 0.4 0.1
H -2.36672 -5.70370 -3.31583 -0.1 0.7 0.0
H -4.69017 -5.41182 -4.02554 -0.1 -0.2 0.1
H -5.97103 -3.47717 -3.28323 -0.6 0.1 -0.1
H -4.94224 -1.56357 -2.28052 1.4 -0.7 -0.2
```
Forces are in eV/Å.

Output
Total charge: 0
2S+1: 2
Gap between HOMO and LUMO (alpha / beta): 7.7 / 5.6 eV
LUMO (alpha / beta): -0.156 / -2.241 eV

***

[3]
Here is a cluster of 2 separate species, C18H17BrClO4P in total from OMol25. Energies are from ωB97M-V with the def2-TZVPD basis set.

Structure (XYZ):
```
42
Properties=species:S:1:pos:R:3:forces:R:3
C 3.93586 -0.47124 1.22226 0.5 -0.2 0.1
C 2.48602 -0.89955 1.77772 -0.5 0.7 -1.1
C 1.90170 -2.24852 1.06206 -0.1 1.6 -0.3
Br 3.38234 -3.60774 0.84479 -1.0 0.6 0.2
C 1.33212 -1.74803 -0.36222 -0.7 -0.1 -2.5
C 2.29281 -1.76433 -1.62831 -3.1 1.3 -1.1
C 1.83609 -1.26930 -3.04587 -2.7 0.1 4.1
C 0.36099 -0.72612 -3.16143 1.7 -1.5 3.0
C -0.58153 -0.74500 -1.90758 2.0 -0.4 -0.5
C -0.14236 -1.25842 -0.49028 2.0 0.5 -3.3
C -1.22986 -1.23413 0.66324 -0.2 -1.3 1.3
O -1.25467 -2.10502 1.56510 0.3 2.9 -2.8
C -2.34975 -0.09294 0.61956 -1.3 1.4 -1.3
C -2.76666 0.41281 -0.81290 -1.3 1.4 3.1
C -3.84863 1.52544 -0.86943 0.7 -0.9 2.3
C -4.51906 2.11866 0.39099 3.1 -3.4 0.4
C -4.08061 1.54379 1.76986 1.3 -0.8 -2.4
C -2.99789 0.43562 1.92663 -0.6 0.9 -4.6
P -2.60046 -0.12563 3.68326 0.1 0.9 0.8
O -0.89014 -0.30885 3.89140 -2.2 -1.3 -0.4
Cl -3.54953 -2.04266 3.88402 0.9 0.8 -0.5
C -2.06842 -0.17225 -2.14482 -0.5 0.1 -1.1
O -2.62096 -0.14634 -3.27835 2.1 0.1 4.3
H 4.75853 -0.89541 1.90163 -1.2 0.7 -1.0
H 4.16114 -0.88386 0.17049 -0.6 0.6 1.7
H 4.06762 0.66772 1.14009 -0.4 -1.7 0.4
H 2.40886 -0.93294 2.91383 0.4 -0.2 -1.5
H 1.76257 -0.06137 1.43706 1.0 -1.4 0.7
H 1.12271 -2.77551 1.70111 1.0 0.9 -1.1
H 3.37430 -2.14969 -1.57905 -2.1 0.6 0.3
H 2.58330 -1.32582 -3.92029 -1.5 0.2 1.5
H 0.01850 -0.33359 -4.17666 0.2 -0.6 1.8
H -4.13884 1.92931 -1.89548 0.4 -0.7 1.6
H -5.31533 2.93428 0.32975 1.4 -1.4 0.1
H -4.55060 1.98019 2.70917 0.7 -0.7 -1.4
H -0.80941 -1.11011 4.47380 0.1 0.9 -0.7
C 1.32919 3.33661 -1.85598 0.0 -0.3 -0.1
O 1.96763 2.24915 -1.20525 0.1 -0.2 0.1
H 1.57766 4.25768 -1.32805 0.0 -0.1 0.0
H 1.68018 3.40605 -2.88898 -0.1 0.2 0.0
H 0.24557 3.19160 -1.83969 -0.1 0.2 -0.1
H 1.72900 1.44546 -1.68717 0.1 0.1 0.2
```
Forces are in eV/Å.

Output
Total charge: 0
SMILES: CC[C@H](Br)c1cccc2c1C(=O)c1c(cccc1P(O)Cl)C2=O.CO
Gap between HOMO and LUMO: 7.4 eV
LUMO: -1.706 eV

***

[4]
Here is a structure of composition C18H17BrN2O4Sc from OMol25. Energies are from ωB97M-V with the def2-TZVPD basis set.

Structure (XYZ):
```
43
Properties=species:S:1:pos:R:3:forces:R:3
Sc -0.65619 -1.81798 1.98407 0.4 0.2 -0.3
O -1.46125 -3.82903 -1.88345 0.0 0.0 0.0
C -2.10122 -2.81729 -2.53044 0.1 0.0 -0.1
C -2.59090 -3.00393 -3.82242 0.0 0.0 0.0
C -3.21969 -1.97903 -4.50201 0.0 0.0 0.0
C -3.37737 -0.73831 -3.89901 0.0 0.0 0.0
C -2.90509 -0.55773 -2.61329 0.0 0.0 0.0
C -2.26273 -1.57780 -1.90957 0.0 0.0 0.0
C -1.80549 -1.23452 -0.51099 0.0 0.0 0.1
O -1.35593 -2.27954 0.29312 -0.2 -0.1 0.2
N -0.72770 -0.21689 -0.60313 0.0 0.1 0.0
N 0.08624 -0.24505 0.50122 0.1 0.0 0.1
C 1.22072 0.34362 0.44538 0.0 0.0 0.0
C 2.21403 0.29430 1.49738 0.0 0.0 0.1
Br 1.96708 -1.05959 2.83618 -0.1 0.0 -0.1
C 3.32289 1.03715 1.56971 -0.1 0.0 -0.1
C 3.63657 2.15930 0.67811 0.0 0.0 0.0
C 4.95576 2.32823 0.25197 0.0 0.0 0.0
C 5.28194 3.35957 -0.60998 0.0 0.0 0.0
C 4.30227 4.24936 -1.03328 0.0 0.0 0.0
C 2.99648 4.11117 -0.58652 0.0 0.0 0.0
C 2.66231 3.07141 0.26661 0.0 0.0 0.0
H -1.47268 -4.60969 -2.44779 0.0 0.0 0.0
H -2.46770 -3.97277 -4.29424 0.0 0.0 0.0
H -3.58991 -2.15159 -5.50365 0.0 0.0 0.0
H -3.87434 0.06861 -4.41850 0.0 0.0 0.0
H -3.04601 0.39760 -2.11976 0.0 0.0 0.0
H -2.64484 -0.74616 0.00179 0.0 0.0 -0.1
H -0.21955 -0.23970 -1.48069 0.0 0.0 0.0
H 1.51398 0.88301 -0.45324 0.0 0.0 0.0
H 4.05783 0.79256 2.32850 0.0 0.0 0.0
H 5.72035 1.63911 0.58885 0.0 0.0 0.0
H 6.30292 3.47666 -0.94655 0.0 0.0 0.0
H 4.56267 5.06183 -1.69800 0.0 0.0 0.0
H 2.24015 4.82220 -0.89012 0.0 0.0 0.0
H 1.65348 2.99348 0.65292 0.0 0.0 0.0
C -3.13934 -1.01762 5.55771 0.0 0.0 0.0
O -3.21516 -1.09086 4.10514 0.0 0.1 0.1
C -2.12773 -1.34592 3.45704 -0.1 0.0 0.0
O -1.03275 -1.56461 4.05222 0.0 -0.2 0.0
H -4.14847 -0.79556 5.88303 0.0 0.0 0.0
H -2.45282 -0.22718 5.84899 0.0 0.0 0.0
H -2.80281 -1.97079 5.95668 0.0 0.0 0.0
```
Forces are in eV/Å.

Output
Total charge: +1
Gap between HOMO and LUMO: 7.1 eV
LUMO: -3.918 eV